# 1
DFT (ωB97M-V/def2-TZVPD) results for the ion C3H8NO2S2 with charge +1 in a non-equilibrium geometry.

Bonds (Å) are listed after each position.
CARTESIAN COORDINATES (ANGSTROEM)
1 N -1.371 2.221 -0.217  C2 1.305, H9 1.016, H10 0.984
2 C -0.201 1.704 0.045  N1 1.305, C3 1.516, H11 1.123
3 C -0.129 1.176 1.464  C2 1.516, S4 1.925, H12 1.008, H13 1.033
4 S -0.211 -0.685 0.980  C3 1.925, C5 1.794
5 C 0.564 -1.182 -0.560  S4 1.794, O6 1.399, O7 1.446, H14 1.150
6 O -0.006 -0.482 -1.629  C5 1.399, H15 0.949
7 O 0.227 -2.576 -0.375  C5 1.446, S8 1.740
8 S 1.582 -3.664 -0.445  O7 1.740, H16 1.384
9 H -1.507 2.654 -1.126  N1 1.016
10 H -2.140 2.168 0.394  N1 0.984
11 H 0.635 1.981 -0.653  C2 1.123
12 H 0.733 1.439 1.916  C3 1.008
13 H -0.980 1.295 2.036  C3 1.033
14 H 1.704 -1.038 -0.607  C5 1.150
15 H -0.558 -1.067 -2.133  O6 0.949
16 H 1.658 -3.945 0.908  S8 1.384

As for the charge: +1. Its HOMO-LUMO gap is 8.03 eV. The calculation puts the energy relative to the best compared isomer or geometry (same formula, charge and spin) at 77.8 kcal per mole. For the HOMO energy, the calculation gives -12.86 eV. The SMILES is [NH2+]=CCS[C@H](O)OS.

Atom charges from the Mulliken analysis, given in e for atoms 1 to 2:
1 N -0.22
2 C 0.14

***

# 2
DFT (ωB97M-V/def2-TZVPD) results for a cluster of 2 separate species, C3H8NO3 in total in a non-equilibrium geometry.

Bonds (Å) are listed after each position.
CARTESIAN COORDINATES (ANGSTROEM)
1 C 0.813 0.771 1.123  C2 1.526, N6 1.464, H7 1.097, H8 1.096
2 C 1.285 0.404 -0.281  C1 1.526, C3 1.545, H9 1.097, H10 1.098
3 C 0.250 0.150 -1.399  C2 1.545, O4 1.240, O5 1.269
4 O 0.664 -0.341 -2.459  C3 1.240
5 O -0.926 0.537 -1.116  C3 1.269
6 N 0.749 -0.443 1.938  C1 1.464, H11 1.022, H12 1.013
7 H 1.495 1.438 1.665  C1 1.097
8 H -0.155 1.274 1.012  C1 1.096
9 H 2.130 1.008 -0.636  C2 1.097
10 H 1.811 -0.552 -0.156  C2 1.098
11 H 0.234 -1.232 1.543  N6 1.022
12 H 0.277 -0.226 2.807  N6 1.013
13 H -2.119 -0.905 -1.294  O15 1.008
14 H -3.503 -0.554 -1.236  O15 0.960
15 O -3.007 -1.329 -1.512  H13 1.008, H14 0.960

As for the charge: -1. Its HOMO-LUMO gap is 8.56 eV. The calculation puts the energy relative to the best compared isomer or geometry (same formula, charge and spin) at 16.4 kcal per mole. For the HOMO energy, the calculation gives -4.54 eV.

Atom charges from the Mulliken analysis, given in e for atoms 1 to 2:
1 C -0.17
2 C -0.79

***

# 3
DFT (ωB97M-V/def2-TZVPD) results for a cluster of 2 separate species, C3H8NO3 in total in a non-equilibrium geometry.

Bonds (Å) are listed after each position.
CARTESIAN COORDINATES (ANGSTROEM)
1 O 1.258 1.521 1.769  C2 1.248
2 C 1.140 0.444 1.152  O1 1.248, O3 1.203, C4 1.694
3 O 2.093 -0.245 0.899  C2 1.203
4 C -0.410 -0.082 0.716  C2 1.694, C5 1.529, N6 1.549, H7 1.121
5 C -1.058 -1.434 1.017  C4 1.529, H8 1.130, H9 1.088, H10 1.102
6 N -0.311 0.109 -0.818  C4 1.549, H11 1.053, H12 0.981
7 H -1.158 0.734 0.901  C4 1.121
8 H -0.177 -2.115 1.213  C5 1.130
9 H -1.873 -1.599 1.718  C5 1.088
10 H -1.495 -1.787 0.069  C5 1.102
11 H -0.056 1.117 -0.989  N6 1.053
12 H 0.443 -0.319 -1.276  N6 0.981
13 H -2.396 -0.646 -3.160  O15 0.953
14 H -1.263 -0.016 -2.888  O15 0.887
15 O -1.836 0.011 -3.565  H13 0.953, H14 0.887

As for the charge: -1. Its HOMO-LUMO gap is 7.79 eV. The calculation puts the energy relative to the best compared isomer or geometry (same formula, charge and spin) at 48.0 kcal per mole. For the HOMO energy, the calculation gives -3.98 eV.

Atom charges from the Mulliken analysis, given in e for atoms 1 to 2:
1 O -0.75
2 C 0.45